{"formula": "C76H194N14O24", "method": "wB97M-V/def2-TZVPD", "multiplicity": 1, "relative_energy_kcal_mol": 5.4, "symbols": ["C", "O", "C", "C", "N", "C", "C", "O", "C", "H", "H", "H", "H", "H", "H", "H", "H", "H", "H", "H", "H", "H", "H", "H", "C", "O", "C", "C", "N", "C", "C", "O", "C", "H", "H", "H", "H", "H", "H", "H", "H", "H", "H", "H", "H", "H", "H", "H", "C", "O", "C", "C", "N", "C", "C", "O", "C", "H", "H", "H", "H", "H", "H", "H", "H", "H", "H", "H", "H", "H", "H", "H", "C", "O", "C", "C", "N", "C", "C", "O", "C", "H", "H", "H", "H", "H", "H", "H", "H", "H", "H", "H", "H", "H", "H", "H", "C", "O", "C", "C", "N", "C", "C", "O", "C", "H", "H", "H", "H", "H", "H", "H", "H", "H", "H", "H", "H", "H", "H", "H", "C", "O", "C", "C", "N", "C", "C", "O", "C", "H", "H", "H", "H", "H", "H", "H", "H", "H", "H", "H", "H", "H", "H", "H", "C", "O", "C", "C", "N", "C", "C", "O", "C", "H", "H", "H", "H", "H", "H", "H", "H", "H", "H", "H", "H", "H", "H", "H", "C", "O", "C", "C", "N", "C", "C", "O", "C", "H", "H", "H", "H", "H", "H", "H", "H", "H", "H", "H", "H", "H", "H", "H", "C", "O", "C", "C", "N", "C", "C", "O", "C", "H", "H", "H", "H", "H", "H", "H", "H", "H", "H", "H", "H", "H", "H", "H", "C", "O", "C", "C", "N", "C", "C", "O", "C", "H", "H", "H", "H", "H", "H", "H", "H", "H", "H", "H", "H", "H", "H", "H", "C", "C", "C", "O", "C", "N", "H", "H", "H", "H", "H", "H", "H", "H", "H", "H", "H", "C", "C", "C", "O", "C", "N", "H", "H", "H", "H", "H", "H", "H", "H", "H", "H", "H", "C", "C", "C", "O", "C", "N", "H", "H", "H", "H", "H", "H", "H", "H", "H", "H", "H", "C", "C", "C", "O", "C", "N", "H", "H", "H", "H", "H", "H", "H", "H", "H", "H", "H"], "coordinates": [[-7.84, -0.26, 0.41], [-7.13, 0.04, 1.58], [-7.39, 1.38, 2.00], [-6.50, 1.66, 3.25], [-7.13, 2.42, 4.25], [-6.31, 2.68, 5.43], [-4.99, 3.39, 5.09], [-4.35, 3.86, 6.31], [-3.13, 4.55, 6.10], [-7.67, 0.44, -0.40], [-8.86, -0.34, 0.80], [-7.43, -1.21, 0.08], [-8.42, 1.41, 2.37], [-7.21, 1.99, 1.12], [-5.50, 1.94, 2.94], [-6.35, 0.71, 3.76], [-8.02, 1.98, 4.44], [-6.07, 1.74, 5.93], [-6.83, 3.33, 6.13], [-5.24, 4.23, 4.44], [-4.26, 2.76, 4.59], [-2.73, 4.86, 7.07], [-3.39, 5.48, 5.58], [-2.35, 3.94, 5.67], [2.82, -2.31, 1.40], [3.90, -3.10, 1.92], [5.21, -2.40, 1.84], [5.81, -2.39, 0.41], [6.36, -3.74, 0.13], [7.00, -3.95, -1.19], [7.35, -5.43, -1.22], [6.23, -6.23, -1.24], [6.56, -7.61, -1.07], [2.70, -1.32, 1.84], [1.91, -2.85, 1.65], [2.91, -2.24, 0.32], [5.91, -2.91, 2.50], [5.20, -1.45, 2.37], [6.53, -1.57, 0.36], [5.02, -2.08, -0.28], [5.66, -4.47, 0.14], [7.94, -3.40, -1.17], [6.44, -3.67, -2.08], [8.03, -5.73, -0.42], [7.92, -5.65, -2.13], [7.10, -7.74, -0.13], [7.18, -7.96, -1.89], [5.62, -8.15, -1.12], [3.11, 1.60, 2.22], [3.74, 2.00, 3.41], [5.13, 2.31, 3.16], [5.67, 3.42, 4.10], [7.05, 3.69, 3.97], [7.37, 4.51, 2.83], [8.83, 4.88, 2.73], [9.44, 5.40, 3.91], [10.87, 5.47, 3.72], [3.70, 0.77, 1.82], [3.06, 2.46, 1.56], [2.09, 1.36, 2.52], [5.27, 2.68, 2.14], [5.81, 1.47, 3.28], [5.52, 3.03, 5.10], [5.09, 4.35, 4.04], [7.39, 4.13, 4.81], [6.88, 5.47, 2.76], [7.08, 3.99, 1.92], [8.82, 5.68, 1.98], [9.38, 4.04, 2.30], [10.93, 6.14, 2.86], [11.35, 4.54, 3.41], [11.35, 5.94, 4.58], [1.16, -0.29, -5.48], [0.74, -0.74, -6.79], [1.49, -1.80, -7.34], [0.95, -2.19, -8.70], [-0.48, -2.55, -8.70], [-0.76, -3.63, -7.75], [-0.07, -4.96, -7.96], [1.23, -4.90, -7.43], [2.02, -6.05, -7.76], [2.24, -0.18, -5.40], [0.88, -0.90, -4.62], [0.72, 0.63, -5.08], [1.49, -2.66, -6.67], [2.52, -1.46, -7.39], [1.55, -3.05, -9.01], [1.09, -1.43, -9.47], [-1.02, -1.73, -8.45], [-1.81, -3.89, -7.77], [-0.65, -3.26, -6.73], [0.01, -5.08, -9.04], [-0.52, -5.85, -7.52], [1.55, -6.98, -7.42], [2.95, -5.90, -7.22], [2.26, -6.23, -8.81], [1.67, 5.70, -3.85], [2.96, 5.23, -4.30], [3.18, 5.58, -5.71], [4.66, 5.39, -6.06], [5.33, 4.22, -5.55], [4.84, 3.08, -6.30], [5.38, 1.72, -5.80], [4.62, 1.24, -4.72], [5.12, 0.07, -4.16], [1.54, 6.77, -3.98], [1.63, 5.39, -2.80], [0.87, 5.23, -4.42], [2.95, 6.63, -5.88], [2.39, 5.08, -6.26], [5.29, 6.24, -5.76], [4.71, 5.31, -7.14], [5.04, 4.01, -4.61], [5.23, 3.12, -7.31], [3.75, 3.08, -6.38], [6.45, 1.76, -5.61], [5.31, 1.02, -6.63], [5.88, -0.46, -4.74], [4.34, -0.66, -3.94], [5.64, 0.18, -3.21], [-5.97, -4.51, 1.21], [-4.93, -4.53, 0.27], [-4.80, -3.36, -0.47], [-3.61, -3.54, -1.46], [-3.24, -2.25, -2.12], [-2.37, -2.54, -3.22], [-2.03, -1.30, -4.03], [-1.25, -0.36, -3.25], [-1.83, 0.92, -3.12], [-5.64, -3.88, 2.03], [-6.31, -5.48, 1.58], [-6.87, -4.10, 0.75], [-4.63, -2.58, 0.27], [-5.72, -3.13, -1.00], [-3.90, -4.24, -2.25], [-2.73, -3.83, -0.90], [-2.93, -1.52, -1.48], [-2.79, -3.29, -3.89], [-1.43, -2.91, -2.80], [-2.87, -0.76, -4.46], [-1.46, -1.60, -4.90], [-2.80, 0.90, -2.62], [-1.97, 1.39, -4.09], [-1.15, 1.53, -2.51], [0.75, 2.78, 4.76], [0.01, 3.37, 3.74], [-0.97, 2.47, 3.14], [-1.82, 3.25, 2.09], [-2.76, 4.20, 2.82], [-3.53, 5.11, 1.91], [-4.65, 4.43, 1.15], [-5.11, 5.34, 0.15], [-6.36, 5.06, -0.50], [1.01, 1.73, 4.59], [0.21, 2.90, 5.70], [1.63, 3.39, 4.92], [-1.60, 2.12, 3.96], [-0.54, 1.59, 2.67], [-2.27, 2.54, 1.39], [-1.18, 3.92, 1.52], [-2.33, 4.72, 3.57], [-2.85, 5.70, 1.30], [-4.05, 5.89, 2.47], [-5.49, 4.16, 1.79], [-4.36, 3.54, 0.59], [-7.14, 4.85, 0.23], [-6.16, 4.10, -0.98], [-6.64, 5.84, -1.21], [-12.53, 1.01, 0.51], [-12.05, 0.69, -0.78], [-11.95, -0.72, -0.99], [-11.69, -1.00, -2.51], [-10.31, -0.73, -2.94], [-9.43, -1.85, -2.54], [-8.02, -1.83, -3.10], [-7.40, -0.62, -2.69], [-6.14, -0.55, -3.26], [-12.56, 2.09, 0.41], [-11.93, 0.69, 1.37], [-13.56, 0.70, 0.68], [-12.91, -1.16, -0.74], [-11.14, -1.18, -0.42], [-12.41, -0.54, -3.20], [-11.83, -2.07, -2.69], [-9.87, 0.13, -2.63], [-9.86, -2.77, -2.96], [-9.38, -1.93, -1.46], [-8.24, -1.88, -4.17], [-7.38, -2.69, -2.92], [-5.69, 0.36, -2.86], [-6.11, -0.54, -4.35], [-5.63, -1.49, -3.07], [-4.04, -0.61, 4.42], [-4.21, -0.46, 5.77], [-3.02, 0.00, 6.51], [-3.45, 0.24, 7.97], [-2.46, 0.82, 8.92], [-1.97, 2.22, 8.57], [-1.30, 2.80, 9.82], [-0.97, 4.17, 9.46], [0.02, 4.74, 10.23], [-3.21, -1.28, 4.20], [-3.91, 0.37, 3.97], [-4.96, -1.03, 4.00], [-2.64, 0.86, 5.97], [-2.20, -0.73, 6.42], [-3.68, -0.72, 8.42], [-4.35, 0.85, 8.00], [-1.67, 0.20, 9.04], [-2.68, 3.02, 8.35], [-1.31, 2.25, 7.70], [-0.36, 2.30, 10.06], [-1.95, 2.81, 10.70], [-0.34, 4.88, 11.24], [0.34, 5.69, 9.79], [0.89, 4.09, 10.25], [-3.96, 0.29, 0.50], [-2.73, -0.35, 0.08], [-1.88, -0.75, 1.14], [-0.67, -1.46, 0.61], [-0.06, -0.96, -0.61], [0.51, 0.41, -0.39], [1.42, 0.79, -1.51], [2.07, 2.03, -1.16], [2.78, 2.61, -2.18], [-3.71, 1.16, 1.12], [-4.58, -0.34, 1.14], [-4.54, 0.61, -0.37], [-2.45, -1.37, 1.83], [-1.70, 0.10, 1.80], [-1.03, -2.42, 0.24], [0.04, -1.55, 1.44], [-0.74, -0.85, -1.35], [1.07, 0.33, 0.55], [-0.30, 1.13, -0.29], [0.86, 0.96, -2.43], [2.14, 0.00, -1.76], [2.00, 2.89, -2.90], [3.55, 2.02, -2.68], [3.30, 3.50, -1.81], [-1.16, -6.84, -0.45], [-0.21, -5.73, -0.83], [1.25, -5.92, -0.26], [1.85, -7.19, -0.52], [3.16, -7.34, 0.04], [-0.16, -5.69, -2.29], [-1.19, -6.97, 0.63], [-0.81, -7.73, -0.98], [-2.20, -6.59, -0.66], [-0.65, -4.76, -0.62], [1.15, -5.72, 0.80], [1.84, -5.11, -0.69], [3.03, -7.28, 1.12], [3.84, -6.53, -0.22], [3.51, -8.34, -0.21], [0.19, -6.60, -2.54], [0.52, -5.03, -2.63], [-2.47, -4.40, 3.31], [-1.21, -4.39, 4.19], [-1.04, -3.03, 4.90], [-0.76, -2.02, 3.90], [0.39, -1.22, 4.13], [-1.14, -5.51, 5.10], [-2.32, -3.84, 2.39], [-3.36, -4.02, 3.82], [-2.75, -5.40, 2.96], [-0.33, -4.38, 3.54], [-0.19, -3.06, 5.58], [-1.90, -2.72, 5.49], [1.28, -1.84, 4.01], [0.36, -0.67, 5.08], [0.41, -0.44, 3.37], [-0.25, -5.44, 5.57], [-1.80, -5.29, 5.83], [2.45, -2.77, -2.62], [2.67, -3.81, -3.73], [3.34, -5.09, -3.24], [3.76, -5.81, -4.39], [4.65, -6.87, -3.99], [1.40, -4.11, -4.39], [1.88, -3.18, -1.78], [1.95, -1.84, -2.87], [3.41, -2.46, -2.20], [3.29, -3.43, -4.54], [2.67, -5.71, -2.64], [4.22, -4.79, -2.68], [4.82, -7.55, -4.83], [4.19, -7.49, -3.23], [5.59, -6.50, -3.58], [1.68, -4.76, -5.11], [1.00, -3.31, -4.87], [6.98, 8.97, 0.55], [8.06, 8.15, -0.04], [7.58, 6.95, -0.82], [6.97, 6.01, 0.02], [6.21, 5.00, -0.72], [8.94, 9.04, -0.87], [6.34, 8.28, 1.11], [6.31, 9.45, -0.16], [7.42, 9.68, 1.24], [8.54, 7.74, 0.84], [8.26, 6.46, -1.51], [6.91, 7.31, -1.60], [5.18, 5.34, -0.82], [6.27, 4.05, -0.19], [6.65, 4.68, -1.66], [9.27, 9.73, -0.22], [8.31, 9.45, -1.54]]}